No. 1
{
  "formula": "C64H61AsIN4PRhS4",
  "method": "ωB97M-V with the def2-TZVPD basis set",
  "charge": 1,
  "largest_force_ev_per_a": 1.1,
  "multiplicity": 5,
  "energy_ev": -197880.7039,
  "e_homo_ev": [-8.656, -9.453],
  "de_lowest_ev": 2.2590,
  "elements": ["Rh", "N", "S", "N", "S", "N", "S", "N", "C", "C", "C", "C", "C", "C", "C", "C", "C", "C", "C", "C", "C", "C", "C", "C", "C", "C", "C", "C", "C", "C", "C", "C", "C", "C", "C", "C", "C", "C", "C", "C", "C", "C", "C", "C", "H", "H", "H", "H", "H", "H", "H", "H", "H", "H", "H", "H", "H", "H", "H", "H", "H", "H", "H", "H", "H", "H", "H", "H", "H", "H", "H", "H", "H", "H", "I", "C", "C", "C", "C", "C", "C", "C", "C", "C", "P", "C", "C", "C", "C", "C", "C", "C", "C", "C", "C", "C", "C", "C", "H", "H", "H", "H", "H", "H", "H", "H", "H", "H", "H", "H", "H", "H", "H", "H", "C", "C", "As", "C", "C", "C", "C", "H", "H", "H", "H", "H", "H", "H", "H", "H", "H", "H", "H", "H", "H", "H", "S"],
  "coordinates": [[-1.262, 1.236, -0.121], [0.202, -0.286, -1.089], [1.237, -1.413, -0.929], [0.900, -2.284, 0.493], [1.591, -2.144, 1.845], [1.740, -0.797, 2.579], [0.540, 0.316, 2.650], [0.216, 1.135, 1.492], [-0.796, -0.604, 3.409], [-0.816, -0.943, 4.760], [-1.877, -1.690, 5.247], [-2.906, -2.089, 4.400], [-2.870, -1.752, 3.054], [-1.806, -1.016, 2.551], [1.268, 1.266, 3.959], [0.983, 2.621, 3.915], [1.495, 3.450, 4.905], [2.276, 2.917, 5.919], [2.573, 1.558, 5.942], [2.075, 0.723, 4.955], [3.263, -2.728, 1.887], [4.269, -1.985, 2.483], [5.554, -2.514, 2.499], [5.806, -3.755, 1.935], [4.778, -4.485, 1.342], [3.494, -3.975, 1.313], [0.781, -3.361, 2.852], [1.303, -3.546, 4.129], [0.736, -4.504, 4.947], [-0.341, -5.258, 4.488], [-0.852, -5.055, 3.214], [-0.289, -4.100, 2.376], [-0.461, -2.711, -3.673], [-0.619, -2.449, -5.034], [0.301, -2.922, -5.961], [1.384, -3.687, -5.546], [1.527, -3.992, -4.199], [0.608, -3.510, -3.277], [2.871, -0.720, -0.627], [3.031, 0.546, -0.089], [4.319, 1.047, 0.064], [5.416, 0.295, -0.340], [5.238, -0.963, -0.909], [3.958, -1.472, -1.061], [-0.038, -0.618, 5.435], [-1.906, -1.951, 6.298], [-3.734, -2.666, 4.794], [-3.661, -2.066, 2.383], [-1.767, -0.779, 1.497], [0.396, 3.006, 3.090], [1.291, 4.513, 4.877], [2.671, 3.566, 6.691], [3.205, 1.153, 6.722], [2.329, -0.328, 4.937], [4.049, -1.012, 2.901], [6.360, -1.948, 2.949], [6.810, -4.159, 1.952], [4.982, -5.454, 0.903], [2.681, -4.526, 0.852], [2.151, -2.959, 4.468], [1.134, -4.669, 5.941], [-0.781, -6.009, 5.131], [-1.691, -5.644, 2.864], [-0.664, -3.924, 1.376], [-1.479, -1.889, -5.376], [0.164, -2.700, -7.013], [2.100, -4.057, -6.269], [2.353, -4.609, -3.866], [0.733, -3.745, -2.223], [2.157, 1.124, 0.194], [4.463, 2.037, 0.484], [6.417, 0.698, -0.229], [6.094, -1.536, -1.247], [3.798, -2.439, -1.530], [-2.489, 3.293, -1.415], [-2.201, 3.808, -3.417], [-2.717, 5.043, -3.673], [-2.707, 5.552, -4.988], [-2.200, 4.783, -5.984], [-1.675, 3.491, -5.728], [-1.219, 2.733, -6.826], [-0.741, 1.478, -6.629], [-0.658, 0.969, -5.320], [-1.060, 1.646, -4.193], [-0.474, 0.547, -2.552], [1.230, 0.703, -3.256], [1.982, -0.331, -3.803], [3.297, -0.111, -4.195], [3.883, 1.134, -4.022], [3.136, 2.171, -3.474], [1.815, 1.961, -3.104], [-1.883, -0.762, -2.672], [-1.468, -2.246, -2.623], [-2.679, -3.161, -2.722], [-3.777, -2.805, -3.380], [-3.896, -1.456, -3.946], [-3.011, -0.503, -3.646], [-1.628, 2.947, -4.398], [-3.145, 5.636, -2.874], [-3.114, 6.535, -5.189], [-2.195, 5.142, -7.007], [-1.265, 3.170, -7.818], [-0.394, 0.880, -7.463], [-0.221, -0.012, -5.217], [1.543, -1.317, -3.942], [3.866, -0.922, -4.634], [4.911, 1.298, -4.320], [3.581, 3.150, -3.343], [1.231, 2.785, -2.704], [-1.013, -2.406, -1.647], [-2.563, -4.162, -2.319], [-4.597, -3.504, -3.501], [-4.739, -1.222, -4.584], [-3.165, 0.504, -4.008], [-3.331, 1.836, 4.712], [-2.731, 3.035, 3.990], [-2.560, 2.843, 2.047], [-4.485, 2.980, 1.642], [-5.080, 1.604, 1.348], [-1.908, 4.692, 1.796], [-2.986, 5.757, 1.627], [-3.472, 2.057, 5.772], [-2.689, 0.963, 4.635], [-4.308, 1.564, 4.305], [-1.744, 3.286, 4.379], [-3.365, 3.916, 4.108], [-4.623, 3.640, 0.786], [-4.979, 3.453, 2.492], [-4.592, 1.138, 0.491], [-6.145, 1.681, 1.120], [-4.969, 0.925, 2.196], [-1.211, 4.699, 0.961], [-1.321, 4.899, 2.694], [-3.552, 5.619, 0.707], [-2.536, 6.752, 1.588], [-3.696, 5.751, 2.457], [-2.753, -0.341, -1.047]]
}

=====

No. 2
{
  "formula": "C64H62F2Ge2N3O8Si2Tl",
  "method": "ωB97M-V with the def2-TZVPD basis set",
  "charge": -2,
  "largest_force_ev_per_a": 1.0,
  "energy_ev": -227137.6643,
  "e_homo_ev": -1.810,
  "de_lowest_ev": 2.6344,
  "elements": ["Tl", "F", "C", "C", "C", "C", "C", "F", "C", "C", "C", "C", "C", "C", "N", "H", "H", "H", "H", "H", "H", "C", "C", "Ge", "C", "C", "C", "C", "Ge", "C", "C", "C", "C", "C", "C", "C", "C", "C", "C", "H", "H", "H", "H", "H", "H", "H", "H", "H", "H", "H", "H", "H", "H", "H", "H", "H", "H", "H", "H", "H", "H", "H", "H", "H", "H", "O", "C", "O", "C", "C", "C", "C", "C", "C", "N", "O", "O", "H", "H", "H", "H", "O", "N", "O", "O", "C", "C", "C", "C", "C", "C", "Si", "C", "C", "C", "C", "C", "C", "H", "H", "H", "H", "H", "H", "H", "H", "H", "H", "H", "O", "Si", "C", "C", "C", "C", "C", "C", "C", "C", "C", "C", "C", "C", "C", "C", "C", "C", "C", "C", "H", "H", "H", "H", "H", "H", "H", "H", "H", "H", "H", "H", "H", "H", "H"],
  "coordinates": [[1.417, -0.073, 0.079], [5.887, -3.677, -1.228], [5.389, -2.854, -0.259], [4.281, -2.077, -0.518], [3.736, -1.240, 0.467], [4.409, -1.203, 1.711], [5.524, -2.004, 1.917], [6.170, -1.994, 3.126], [6.037, -2.855, 0.961], [3.959, -0.263, 2.778], [4.866, 0.540, 3.480], [4.394, 1.467, 4.389], [3.025, 1.582, 4.592], [2.199, 0.739, 3.869], [2.645, -0.162, 2.995], [3.827, -2.133, -1.507], [6.894, -3.483, 1.160], [5.924, 0.446, 3.281], [5.084, 2.112, 4.922], [2.611, 2.309, 5.277], [1.119, 0.793, 3.980], [-4.092, -5.081, -2.037], [-2.889, -4.159, -1.848], [-2.402, -3.589, -0.018], [-3.155, -4.717, 1.458], [-4.513, -5.390, 1.259], [-3.536, -2.003, 0.242], [-3.436, -0.922, 1.030], [-1.666, -0.797, 2.010], [-2.296, -0.136, 3.809], [-3.200, 1.086, 3.986], [-1.545, 1.300, -1.212], [-2.471, 1.441, -2.389], [-4.641, -0.069, 1.194], [-4.659, 1.283, 0.847], [-5.800, 2.054, 1.010], [-6.955, 1.497, 1.545], [-6.955, 0.155, 1.897], [-5.816, -0.618, 1.716], [-4.304, -5.224, -3.101], [-4.999, -4.682, -1.574], [-3.916, -6.072, -1.607], [-3.042, -3.212, -2.371], [-2.005, -4.598, -2.313], [-3.221, -4.011, 2.293], [-2.409, -5.456, 1.761], [-5.272, -4.682, 0.913], [-4.880, -5.828, 2.194], [-4.464, -6.193, 0.521], [-4.504, -2.165, -0.253], [-1.379, -0.003, 4.393], [-2.782, -1.029, 4.230], [-2.793, 1.960, 3.468], [-3.306, 1.360, 5.042], [-4.204, 0.911, 3.591], [-1.760, 0.410, -0.628], [-0.495, 1.298, -1.505], [-3.511, 1.563, -2.071], [-2.393, 0.528, -2.983], [-2.182, 2.286, -3.021], [-3.775, 1.725, 0.420], [-5.789, 3.098, 0.716], [-7.844, 2.101, 1.680], [-7.848, -0.295, 2.317], [-5.817, -1.665, 2.000], [-1.714, 2.498, -0.356], [-1.397, 2.446, 0.910], [-1.074, 1.465, 1.560], [-1.507, 3.786, 1.567], [-2.503, 4.677, 1.194], [-2.625, 5.898, 1.840], [-1.732, 6.246, 2.840], [-0.746, 5.341, 3.186], [-0.616, 4.107, 2.580], [0.197, 5.711, 4.263], [0.960, 4.872, 4.658], [0.161, 6.845, 4.676], [-3.181, 4.406, 0.395], [-3.409, 6.586, 1.556], [-1.785, 7.196, 3.349], [0.159, 3.414, 2.882], [-0.095, -1.874, -3.852], [0.286, -1.635, -2.691], [1.506, -1.443, -2.440], [-0.553, -1.561, -1.745], [1.374, -4.921, 4.558], [1.595, -3.664, 4.014], [1.144, -3.370, 2.732], [0.461, -4.324, 1.970], [0.260, -5.588, 2.532], [0.707, -5.886, 3.813], [-0.041, -3.820, 0.220], [0.390, -5.236, -0.944], [-0.305, -6.450, -0.915], [0.041, -7.499, -1.754], [1.092, -7.347, -2.651], [1.782, -6.145, -2.707], [1.432, -5.098, -1.861], [1.734, -5.156, 5.554], [2.132, -2.909, 4.577], [1.342, -2.388, 2.313], [-0.239, -6.363, 1.959], [0.542, -6.875, 4.227], [0.844, -2.687, -0.069], [-1.149, -6.575, -0.238], [-0.513, -8.431, -1.717], [1.365, -8.162, -3.311], [2.593, -6.012, -3.414], [1.966, -4.157, -1.924], [1.522, 1.922, -1.491], [1.957, 2.998, -2.547], [1.817, 4.783, -1.890], [2.918, 5.547, -1.499], [2.767, 6.779, -0.870], [1.498, 7.281, -0.621], [0.384, 6.543, -1.005], [0.547, 5.310, -1.624], [3.735, 2.764, -3.159], [4.443, 1.633, -2.748], [5.728, 1.380, -3.214], [6.331, 2.261, -4.103], [5.643, 3.393, -4.525], [4.358, 3.636, -4.057], [0.887, 2.916, -4.112], [0.527, 1.639, -4.565], [-0.256, 1.471, -5.698], [-0.696, 2.581, -6.411], [-0.353, 3.856, -5.979], [0.428, 4.017, -4.838], [3.919, 5.165, -1.679], [3.642, 7.345, -0.569], [1.375, 8.238, -0.125], [-0.611, 6.926, -0.814], [-0.335, 4.738, -1.903], [3.970, 0.943, -2.054], [6.258, 0.494, -2.883], [7.332, 2.064, -4.469], [6.108, 4.082, -5.223], [3.826, 4.519, -4.402], [0.844, 0.762, -4.004], [-0.532, 0.471, -6.013], [-1.313, 2.453, -7.293], [-0.702, 4.726, -6.526], [0.679, 5.020, -4.505]]
}